C16H39N3O8Si | ωB97M-V/def2-TZVPD

Each line ends with the Mulliken charge.
CARTESIAN COORDINATES (ANGSTROEM)
Si1 -4.9073 1.8152 -0.2794  0.434
O1 4.3572 2.6616 1.8357  -0.453
O2 -0.0048 1.3556 2.2171  -0.072
O3 -1.1774 -1.3211 -2.4851  -0.402
O4 -6.0793 0.7608 -0.9295  -0.203
O5 -0.1355 3.4397 -1.6442  -0.351
O6 -7.5693 1.1235 -2.4268  -0.303
O7 -1.8851 4.4110 -2.5516  -0.576
O8 0.6796 -5.0210 -0.5040  -0.315
N1 1.1384 -3.4926 -3.0821  -0.332
N2 -7.2591 1.4158 -1.3466  0.267
N3 2.4128 1.3115 4.0320  -0.311
C1 1.9557 -3.4525 -1.8748  0.093
C2 0.8310 -2.1909 -3.6780  -1.237
C3 0.1805 -1.1017 -2.8272  -0.038
C4 3.7368 1.9288 4.1351  -0.732
C5 -1.3946 -2.2572 -1.4452  -0.468
C6 -2.0249 2.1106 -2.0620  0.096
C7 -1.3613 3.4473 -2.1364  0.177
C8 -0.0057 1.5910 3.6208  -0.969
C9 -2.0807 1.6760 -0.6006  -0.307
C10 -0.1152 -6.0014 -1.1426  -0.712
C11 -3.3014 0.8316 -0.2299  -0.730
C12 3.1974 2.4261 1.0599  -0.407
C13 1.2851 2.2334 4.0910  -0.191
C14 0.1798 -0.0011 1.8572  -0.105
C15 4.1272 3.0535 3.1765  -0.456
C16 1.9357 -4.7698 -1.1228  -0.849
H1 2.2329 -5.6032 -1.7663  0.397
H2 -1.4356 -3.2758 -1.8361  0.219
H3 3.8514 2.3021 5.1584  0.391
H4 -4.6890 2.9814 -1.1570  -0.124
H5 -1.5022 1.3936 -2.6736  -0.036
H6 4.4670 1.1260 4.0105  0.381
H7 -1.1763 1.1664 -0.3041  -0.160
H8 1.6237 -2.6778 -1.1730  -0.055
H9 3.4714 2.5414 0.0111  0.327
H10 0.4717 -6.8869 -1.4005  0.332
H11 0.1745 -0.1933 -3.4354  0.418
H12 -0.1087 -0.1113 0.8130  -0.444
H13 0.7654 -0.8597 -1.9307  0.186
H14 5.0878 3.4397 3.5255  0.348
H15 3.4307 3.9002 3.2122  0.345
H16 -3.3563 -0.0273 -0.8894  0.188
H17 1.2294 -0.3001 1.9455  0.370
H18 -0.6020 -5.6166 -2.0449  0.288
H19 2.9885 -3.2273 -2.1587  0.386
H20 0.1690 -2.3816 -4.5256  0.428
H21 -3.1630 0.4879 0.7855  0.456
H22 1.7613 -1.7859 -4.0905  0.432
H23 -0.8178 2.2972 3.8137  0.385
H24 1.1555 2.5647 5.1262  0.408
H25 0.2685 -3.9638 -2.8796  0.154
H26 2.6671 -4.7015 -0.3132  0.394
H27 -5.2584 2.3024 1.0640  -0.148
H28 0.2046 4.3472 -1.6780  0.324
H29 1.4434 3.1234 3.4707  0.128
H30 -0.4419 -0.6682 2.4607  0.334
H31 -0.8965 -6.2957 -0.4431  0.231
H32 -2.9939 2.2600 -2.5066  0.347
H33 -2.3680 -2.0435 -1.0031  0.304
H34 -0.6358 -2.1840 -0.6619  0.149
H35 -0.2268 0.6745 4.1760  0.423
H36 2.8379 1.4026 1.1904  0.077
H37 -2.1167 2.5801 -0.0038  0.525
H38 2.3723 0.7918 3.1673  0.091
H39 2.3994 3.1368 1.2877  0.249

F_max = 0.061 Eh/bohr
Structure (SMILES) = O=NO[SiH2]CCCC(=O)O.COCCNCCOC.COCCNCCOC
Energy relative to the best compared isomer or geometry (same formula, charge and spin) = 4.5 kcal/mol
HOMO-LUMO gap = 8.94 eV
E = -45947.923 eV
Spin multiplicity = 1